The following is a DFT calculation (ωB97M-V/def2-TZVPD) of C4H8O3 in the gas phase.

The value obtained for the HOMO energy is -9.13 eV. As for the relative energy (zero: lowest compared OMol25 entry of this formula, charge and spin): 433.7 kJ/mol. Its frontier orbital gap is 9.6 eV. The LUMO energy comes out at 0.5 eV. The strongest force on any atom comes out at 0.01016 hartree/bohr.

Structure (ORCA input):
```
! RIJCOSX wB97M-V def2-TZVPD def2/J DEFGRID3
* xyz 0 1
O 1.162 2.418 -0.488
C -0.149 1.990 -0.725
C -0.399 0.522 -0.868
C -0.567 -1.385 0.938
O -1.495 -2.002 0.089
C 0.782 -1.177 0.278
O 0.768 -0.035 -0.605
H 1.709 1.617 -0.543
H -0.769 2.108 0.197
H -0.641 2.595 -1.491
H -0.430 -2.015 1.820
H -0.933 -0.407 1.293
H -1.692 -1.328 -0.587
H 1.121 -2.066 -0.254
H 1.532 -0.872 1.013
*
```

Results of the Mulliken charge analysis, in e, for atoms 1 through 4: -0.52, -0.13, -0.29, -0.55

=====

The following is a DFT calculation (ωB97M-V/def2-TZVPD) of a molecular structure, C4H8O3.

The value obtained for the HOMO energy is -9.33 eV. As for the relative energy (zero: lowest compared OMol25 entry of this formula, charge and spin): 510.7 kJ/mol. Its frontier orbital gap is 8.7 eV. The LUMO energy comes out at -0.7 eV. The strongest force on any atom comes out at 0.01275 hartree/bohr.

Structure (ORCA input):
```
! RIJCOSX wB97M-V def2-TZVPD def2/J DEFGRID3
* xyz 0 1
C 0.522 0.775 -1.660
C 1.041 0.116 -0.392
O 2.133 0.573 0.149
C 0.005 -0.262 0.594
O -1.264 -0.465 0.204
C -2.055 -1.318 0.957
O -1.680 -1.929 1.906
H 0.208 1.794 -1.411
H -0.318 0.230 -2.103
H 1.345 0.826 -2.375
H 1.099 -1.032 -0.560
H 1.252 1.407 1.197
H 0.466 1.391 1.469
H 0.311 -0.785 1.498
H -3.064 -1.321 0.528
*
```

Results of the Mulliken charge analysis, in e, for atoms 1 through 4: -1.08, 0.96, -0.71, -0.66

=====

The following is a DFT calculation (ωB97M-V/def2-TZVPD) of a molecular structure, C4H8O3.

The value obtained for the HOMO energy is -8.38 eV. As for the relative energy (zero: lowest compared OMol25 entry of this formula, charge and spin): 376.0 kJ/mol. Its frontier orbital gap is 9.2 eV. The LUMO energy comes out at 0.8 eV. The strongest force on any atom comes out at 0.01049 hartree/bohr.

Structure (ORCA input):
```
! RIJCOSX wB97M-V def2-TZVPD def2/J DEFGRID3
* xyz 0 1
C -1.788 0.837 -0.506
C -0.437 0.460 -0.761
O 0.262 1.485 0.532
C 0.007 -0.945 -0.463
O 1.433 -1.091 -0.340
C 1.939 -1.008 0.888
O 1.318 -0.780 1.900
H -2.287 1.479 -1.224
H -0.916 1.588 0.454
H -2.423 0.111 0.002
H 0.094 0.928 -1.588
H 0.462 0.927 1.311
H -0.264 -1.567 -1.321
H -0.483 -1.333 0.434
H 3.023 -1.180 0.856
*
```

Results of the Mulliken charge analysis, in e, for atoms 1 through 4: -1.20, 0.39, -0.70, -0.59

=====

The following is a DFT calculation (ωB97M-V/def2-TZVPD) of C4H8O3 in the gas phase.

The value obtained for the HOMO energy is -10.51 eV. As for the relative energy (zero: lowest compared OMol25 entry of this formula, charge and spin): 120.6 kJ/mol. Its frontier orbital gap is 11.3 eV. The LUMO energy comes out at 0.8 eV. The strongest force on any atom comes out at 0.00964 hartree/bohr.

Structure (ORCA input):
```
! RIJCOSX wB97M-V def2-TZVPD def2/J DEFGRID3
* xyz 0 1
C -2.275 0.216 0.264
C -1.216 -0.613 -0.432
O -0.177 0.267 -0.909
C 1.048 -0.216 -0.613
O 1.441 -1.316 -0.909
C 1.840 0.745 0.243
O 2.837 0.092 0.970
H -1.797 0.922 0.950
H -2.896 0.780 -0.437
H -2.919 -0.440 0.857
H -1.602 -1.207 -1.263
H -0.749 -1.298 0.280
H 2.233 1.545 -0.403
H 1.135 1.208 0.942
H 3.099 -0.689 0.460
*
```

Results of the Mulliken charge analysis, in e, for atoms 1 through 4: -1.01, -0.28, -0.34, 0.61

=====

The following is a DFT calculation (ωB97M-V/def2-TZVPD) of C4H8O3 in the gas phase.

The value obtained for the HOMO energy is -10.52 eV. As for the relative energy (zero: lowest compared OMol25 entry of this formula, charge and spin): 93.4 kJ/mol. Its frontier orbital gap is 11.4 eV. The LUMO energy comes out at 0.9 eV. The strongest force on any atom comes out at 0.00993 hartree/bohr.

Structure (ORCA input):
```
! RIJCOSX wB97M-V def2-TZVPD def2/J DEFGRID3
* xyz 0 1
C 0.640 -1.655 0.683
C 0.072 -0.249 0.754
O 0.551 0.304 1.962
C 0.540 0.617 -0.423
O -0.251 0.354 -1.595
C -1.356 1.095 -1.728
O -1.726 1.951 -0.966
H 1.733 -1.608 0.775
H 0.391 -2.134 -0.270
H 0.246 -2.255 1.510
H -1.033 -0.278 0.739
H 0.099 1.132 2.123
H 1.568 0.381 -0.715
H 0.447 1.676 -0.169
H -1.884 0.808 -2.649
*
```

Results of the Mulliken charge analysis, in e, for atoms 1 through 4: -1.36, 0.46, -0.55, -0.51

=====

The following is a DFT calculation (ωB97M-V/def2-TZVPD) of 3 unconnected molecules or ions with the total composition C4H8O3 in a non-equilibrium geometry.

The value obtained for the HOMO energy is -8.42 eV. As for the relative energy (zero: lowest compared OMol25 entry of this formula, charge and spin): 320.1 kJ/mol. Its frontier orbital gap is 9.3 eV. The LUMO energy comes out at 0.8 eV. The strongest force on any atom comes out at 0.02854 hartree/bohr.

Structure (ORCA input):
```
! RIJCOSX wB97M-V def2-TZVPD def2/J DEFGRID3
* xyz 0 1
C -0.016 0.144 -1.664
C -0.371 -0.666 -0.457
O -1.654 -1.132 -0.468
C 0.490 -0.947 0.526
O 1.834 -0.737 0.319
C 0.448 1.275 2.099
O 1.534 1.546 1.881
H -0.918 0.419 -2.218
H 0.522 1.055 -1.385
H 0.636 -0.440 -2.318
H -1.597 1.153 0.224
H -1.734 -1.810 0.217
H 0.178 -1.485 1.425
H 2.203 -0.174 1.013
H -1.287 1.491 0.807
*
```

Results of the Mulliken charge analysis, in e, for atoms 1 through 4: -0.99, 0.62, -0.45, -0.62

=====

The following is a DFT calculation (ωB97M-V/def2-TZVPD) of 2 unconnected molecules or ions with the total composition C4H8O3.

The value obtained for the HOMO energy is -9.90 eV. As for the relative energy (zero: lowest compared OMol25 entry of this formula, charge and spin): 207.1 kJ/mol. Its frontier orbital gap is 10.7 eV. The LUMO energy comes out at 0.8 eV. The strongest force on any atom comes out at 0.01350 hartree/bohr.

Structure (ORCA input):
```
! RIJCOSX wB97M-V def2-TZVPD def2/J DEFGRID3
* xyz 0 1
C 1.422 -0.869 -0.772
C 0.427 1.056 -0.326
O -0.357 1.418 -1.179
C 0.435 -0.291 0.307
O -1.546 1.465 1.273
C -0.884 -1.042 0.305
O -1.241 -1.791 1.183
H 1.742 -0.127 -1.524
H 2.325 -1.244 -0.302
H 0.897 -1.632 -1.345
H 1.339 1.633 -0.076
H -1.517 1.635 0.320
H 0.820 -0.282 1.335
H -2.363 0.974 1.409
H -1.500 -0.903 -0.607
*
```

Results of the Mulliken charge analysis, in e, for atoms 1 through 4: -1.31, -0.43, -0.58, 0.80

=====

The following is a DFT calculation (ωB97M-V/def2-TZVPD) of C4H8O3 in the gas phase.

The value obtained for the HOMO energy is -10.52 eV. As for the relative energy (zero: lowest compared OMol25 entry of this formula, charge and spin): 77.8 kJ/mol. Its frontier orbital gap is 11.3 eV. The LUMO energy comes out at 0.8 eV. The strongest force on any atom comes out at 0.01036 hartree/bohr.

Structure (ORCA input):
```
! RIJCOSX wB97M-V def2-TZVPD def2/J DEFGRID3
* xyz 0 1
C -0.715 1.459 1.757
O -0.268 0.225 1.201
C 0.636 0.289 0.222
O 1.252 1.281 -0.100
C 0.680 -1.018 -0.540
C -0.680 -1.109 -1.247
O 1.763 -1.040 -1.428
H -0.011 1.817 2.510
H -1.680 1.232 2.212
H -0.826 2.208 0.970
H 0.786 -1.845 0.173
H -1.486 -1.139 -0.507
H -0.733 -2.000 -1.873
H -0.827 -0.224 -1.878
H 2.108 -0.134 -1.473
*
```

Results of the Mulliken charge analysis, in e, for atoms 1 through 4: -0.67, -0.30, 0.61, -0.61

=====

The following is a DFT calculation (ωB97M-V/def2-TZVPD) of C4H8O3 in the gas phase.

The value obtained for the HOMO energy is -10.39 eV. As for the relative energy (zero: lowest compared OMol25 entry of this formula, charge and spin): 88.1 kJ/mol. Its frontier orbital gap is 11.3 eV. The LUMO energy comes out at 0.9 eV. The strongest force on any atom comes out at 0.00989 hartree/bohr.

Structure (ORCA input):
```
! RIJCOSX wB97M-V def2-TZVPD def2/J DEFGRID3
* xyz 0 1
C -1.674 1.007 -0.415
C -0.188 0.669 -0.495
O 0.546 1.327 0.514
C 0.014 -0.847 -0.450
O 1.407 -1.180 -0.349
C 1.909 -1.203 0.884
O 1.296 -1.014 1.908
H -2.230 0.637 -1.283
H -1.789 2.092 -0.363
H -2.119 0.575 0.489
H 0.226 1.046 -1.438
H 0.406 0.854 1.348
H -0.333 -1.313 -1.376
H -0.519 -1.289 0.398
H 2.980 -1.443 0.840
*
```

Results of the Mulliken charge analysis, in e, for atoms 1 through 4: -1.35, 0.43, -0.55, -0.68

=====

The following is a DFT calculation (ωB97M-V/def2-TZVPD) of 2 unconnected molecules or ions with the total composition C4H8O3 in a non-equilibrium geometry.

The value obtained for the HOMO energy is -9.70 eV. As for the relative energy (zero: lowest compared OMol25 entry of this formula, charge and spin): 316.9 kJ/mol. Its frontier orbital gap is 10.3 eV. The LUMO energy comes out at 0.6 eV. The strongest force on any atom comes out at 0.10207 hartree/bohr.

Structure (ORCA input):
```
! RIJCOSX wB97M-V def2-TZVPD def2/J DEFGRID3
* xyz 0 1
C -0.110 -1.286 0.292
C 0.036 -0.096 -0.592
C 0.298 1.242 0.209
O -0.637 1.916 0.492
C 1.180 -1.621 1.013
O 1.054 -2.505 1.756
H -0.511 -2.171 -0.178
H -0.836 -0.832 0.958
H -0.754 0.146 -1.500
H 0.854 -0.424 -1.335
H 1.351 1.428 0.441
H 2.239 -1.181 0.735
H -2.067 1.396 -2.695
H -1.645 2.535 -1.734
O -1.298 1.798 -2.276
*
```

Results of the Mulliken charge analysis, in e, for atoms 1 through 4: -0.45, -0.40, -0.02, -0.46

=====

Among the records above, which one has the highest frontier orbital gap?
number 5